25
Properties=species:S:1:pos:R:3:forces:R:3 method="wB97M-V/def2-TZVPD" de_lowest_kcal_mol=23.4 homo_ev="-3.878 / -8.399" fmax_ev_per_a=6.1 multiplicity=3
C 0.614 2.840 -0.467 -0.3 2.4 -4.7
C 0.599 2.127 0.651 -0.7 -3.7 4.8
C 0.848 -2.157 0.107 0.0 -0.3 -0.1
C 2.499 -0.423 -0.061 0.3 0.3 -0.2
C -2.794 0.319 0.650 -0.2 0.1 0.3
C -1.666 -0.242 -1.387 0.1 -0.4 -0.2
N 1.111 -0.741 0.137 -0.4 -0.5 0.4
N -1.539 -0.038 0.037 -0.2 0.5 -0.4
Si -0.034 0.358 0.774 0.9 2.0 2.3
H 0.951 3.866 -0.498 0.3 -0.1 0.0
H 0.293 2.432 -1.415 -0.2 0.1 -0.2
H 0.929 2.603 1.566 -0.4 -0.3 0.3
H -0.206 -2.336 0.313 0.0 -0.2 0.0
H 1.103 -2.574 -0.876 -0.1 -0.1 0.1
H 1.448 -2.680 0.865 0.0 0.0 -0.1
H 3.133 -0.925 0.675 0.0 -0.1 0.1
H 2.821 -0.743 -1.059 0.0 0.0 0.0
H 2.649 0.649 0.030 0.0 0.1 0.0
H -3.188 1.261 0.245 0.1 -0.1 0.0
H -3.531 -0.469 0.473 0.0 0.0 0.0
H -2.649 0.433 1.719 -0.1 0.0 0.1
H -0.698 -0.495 -1.811 0.0 0.0 -0.1
H -2.362 -1.065 -1.583 0.0 0.0 -0.1
H -2.052 0.653 -1.893 0.0 0.0 0.2
H -0.530 0.085 2.602 0.8 0.2 -2.4

***

69
Properties=species:S:1:pos:R:3:forces:R:3 method="wB97M-V/def2-TZVPD" homo_ev="-14.470 / -14.464" fmax_ev_per_a=2.6 multiplicity=5 total_charge=+2
Pm 1.249 0.706 1.795 0.1 0.9 1.4
Cl 1.300 2.340 3.718 0.0 -0.4 -0.7
P 1.133 0.949 -1.032 0.2 0.7 -2.0
C -0.247 0.165 -1.959 -0.2 -0.3 0.0
C -0.067 -0.650 -3.092 -0.7 0.1 0.2
C -1.191 -1.231 -3.718 0.1 0.3 0.6
C -2.469 -1.061 -3.171 0.3 -0.2 0.0
C -2.644 -0.305 -2.006 0.2 0.1 -0.1
C -1.549 0.345 -1.438 0.2 -0.2 0.1
C 0.895 2.753 -1.324 0.0 0.1 0.2
C 1.749 3.645 -0.646 -0.4 -0.3 0.0
C 1.582 5.016 -0.794 0.0 0.5 0.0
C 0.577 5.532 -1.621 -0.2 -0.7 -0.1
C -0.276 4.637 -2.293 0.3 0.4 0.3
C -0.119 3.260 -2.147 -0.1 -0.2 0.0
C 2.718 0.577 -1.884 0.2 -0.1 0.4
C 3.797 0.074 -1.123 -0.5 0.1 -0.3
C 5.036 -0.147 -1.716 0.2 0.0 -0.4
C 5.228 0.126 -3.082 -1.1 0.3 0.4
C 4.159 0.655 -3.837 0.2 -0.2 0.6
C 2.916 0.891 -3.237 0.1 -0.1 -0.1
H 2.542 3.265 0.012 -0.1 0.2 -0.3
H 2.231 5.701 -0.244 -0.2 -0.2 -0.2
H 0.440 6.609 -1.730 0.1 -0.4 0.0
H -1.078 5.024 -2.918 0.2 -0.1 0.1
H -0.797 2.580 -2.675 0.3 0.3 0.2
H 0.922 -0.825 -3.502 -0.1 0.0 0.1
H -1.049 -1.836 -4.612 -0.1 0.2 0.2
H -3.327 -1.545 -3.641 0.3 0.2 0.1
H -3.629 -0.219 -1.538 0.3 0.1 -0.3
H -1.705 1.003 -0.571 0.1 -0.3 -0.4
H 3.673 -0.146 -0.049 0.1 0.0 -0.4
H 5.862 -0.533 -1.117 -0.2 0.1 -0.2
H 6.188 -0.046 -3.546 0.0 0.0 0.0
H 4.306 0.887 -4.891 -0.1 0.0 0.2
H 2.097 1.322 -3.831 0.4 -0.2 0.3
H 1.012 -5.466 -4.773 0.3 0.0 0.0
H 1.761 -5.433 -4.740 -0.3 0.0 0.0
C -3.911 -0.218 1.753 -0.6 0.0 -0.1
C -2.594 0.469 2.077 -0.4 -0.4 -1.5
C -2.590 1.222 3.402 0.3 0.0 0.4
P -1.102 -0.727 1.991 2.1 0.1 1.6
C 0.026 -1.947 0.914 -1.7 0.9 -1.0
C 1.415 -2.235 1.509 0.0 -0.2 0.3
C -0.743 -3.241 0.675 0.3 -0.4 -0.3
C -1.090 -1.754 3.523 0.0 0.2 0.4
C -0.363 -0.995 4.651 -0.3 -0.3 0.4
C -2.494 -2.212 3.935 0.1 -0.3 0.4
H -4.170 -1.001 2.474 0.1 0.3 -0.3
H -3.901 -0.659 0.748 0.0 0.1 0.2
H -4.713 0.534 1.780 0.2 -0.2 0.0
H -2.386 1.200 1.279 0.0 -0.2 0.2
H -2.837 0.581 4.255 0.1 0.2 -0.2
H -1.643 1.740 3.602 -0.2 -0.2 0.0
H -3.361 2.003 3.365 0.1 -0.2 -0.2
H 0.116 -1.398 -0.034 0.1 -0.4 0.0
H 1.350 -2.792 2.455 0.1 0.3 -0.2
H 1.928 -2.890 0.790 -0.1 0.2 0.1
H 2.155 -1.401 1.645 -0.3 -0.7 0.0
H -1.667 -3.062 0.113 0.2 0.0 0.1
H -0.103 -3.918 0.090 -0.3 0.0 0.1
H -0.987 -3.748 1.616 0.0 0.1 -0.2
H -0.509 -2.662 3.296 -0.2 0.4 0.0
H -0.876 -0.063 4.930 0.3 -0.3 -0.2
H -0.357 -1.643 5.537 0.1 0.2 -0.1
H 0.695 -0.766 4.428 -0.3 0.0 0.0
H -2.983 -2.777 3.130 0.0 0.2 0.2
H -2.405 -2.887 4.799 0.0 0.2 -0.2
H -3.129 -1.372 4.246 0.2 -0.4 -0.1

***

27
Properties=species:S:1:pos:R:3:forces:R:3 method="wB97M-V/def2-TZVPD" de_lowest_kcal_mol=9.2 homo_ev="-5.608 / -4.683" fmax_ev_per_a=3.6 multiplicity=6
C 0.738 -2.538 -1.608 0.0 -0.2 1.0
C 2.159 -2.666 -1.507 -0.9 1.3 0.4
C 2.479 -2.611 -0.132 -0.4 -1.3 0.1
C 1.284 -2.755 0.638 -0.1 1.1 -0.8
C 0.194 -2.622 -0.265 0.1 0.2 -0.7
Dy -0.604 1.075 -1.558 1.9 -1.3 -2.7
P -2.931 0.021 -2.581 -2.2 -0.7 -1.2
H 0.155 -2.478 -2.526 0.1 -0.3 0.1
H 2.852 -2.686 -2.343 -0.1 0.1 0.2
H 3.473 -2.659 0.283 0.2 -0.1 0.0
H -0.881 -2.608 -0.012 0.7 -0.2 -0.1
H 1.205 -2.880 1.719 0.1 0.1 -0.3
H -3.970 -0.865 -2.130 0.4 0.4 -0.1
H -2.827 -0.508 -3.926 -0.2 0.4 0.5
H -3.772 1.186 -2.834 0.5 -0.9 0.0
C 1.303 0.831 2.043 0.7 -0.4 0.2
C 0.341 1.771 1.490 -1.2 -0.1 -1.1
N -0.502 1.557 0.468 0.0 1.5 3.3
C -1.350 2.719 0.360 0.8 -1.0 1.7
C -0.956 3.570 1.346 0.3 -0.2 0.5
N 0.100 2.963 2.034 -0.5 0.8 0.1
H 2.306 1.276 1.964 -0.2 -0.4 0.1
H 1.055 0.676 3.110 0.2 -0.1 -0.4
H 1.253 -0.116 1.486 0.2 0.1 0.3
H -2.325 2.576 -0.087 0.3 0.8 -0.3
H -1.317 4.527 1.648 -0.3 0.2 0.1
H 0.538 3.243 2.921 -0.4 0.2 -0.9

***

7
Properties=species:S:1:pos:R:3:forces:R:3 method="wB97M-V/def2-TZVPD" de_lowest_kcal_mol=52.0 homo_ev="-11.067 / -9.222" fmax_ev_per_a=3.8
C 0.656 -0.252 -0.105 -1.9 -3.0 -1.0
O -0.394 1.931 0.650 0.0 0.8 0.7
S -0.337 1.112 -0.548 -1.4 -0.9 -0.9
Cl -2.589 -1.298 -0.001 0.6 0.7 -0.2
H 0.384 -0.511 0.930 -0.3 -0.5 -0.6
H 1.584 0.129 -0.014 3.5 1.3 0.1
H 0.695 -1.111 -0.913 -0.5 1.7 1.9

***

25
Properties=species:S:1:pos:R:3:forces:R:3 method="wB97M-V/def2-TZVPD" de_lowest_kcal_mol=146.5 homo_ev="-7.131 / -7.129" fmax_ev_per_a=6.3
C 0.545 -1.399 2.870 -0.5 1.5 0.4
C 1.125 0.019 -3.384 2.1 1.3 -0.5
C 0.162 0.401 -2.559 -2.4 -1.0 -1.3
C -1.614 1.072 1.285 -2.6 1.2 2.6
C -0.751 -0.891 -0.060 2.1 -1.0 3.1
C 1.566 -0.675 0.216 -4.1 4.5 -1.6
C -1.227 -0.395 1.390 2.5 2.5 -1.4
C -0.068 -0.245 2.336 -0.8 -2.7 -0.7
C 0.440 1.019 -1.220 -4.7 -1.4 0.9
N 0.959 -2.361 3.340 0.5 -1.1 0.1
N -0.539 1.820 1.942 -0.1 0.7 0.0
N 0.239 1.026 2.537 1.0 0.8 0.5
N 0.455 -0.175 -0.321 2.0 -0.8 -0.4
H 1.005 -0.532 -4.299 -0.6 -0.2 -0.1
H 2.213 0.390 -3.339 -1.7 -0.6 0.6
H -0.950 0.074 -2.829 2.5 0.7 0.8
H -1.743 1.600 0.368 -0.4 -0.4 -1.1
H -2.682 1.321 1.842 2.6 -0.7 -1.0
H -0.393 -1.947 0.089 -1.3 0.7 -0.7
H -1.555 -0.626 -0.655 -1.2 -0.2 -1.8
H 2.343 -0.018 0.252 2.4 1.3 -0.1
H 1.591 -1.590 0.582 0.1 -4.0 1.6
H -2.018 -0.954 1.689 -2.1 -2.1 0.9
H -0.479 1.634 -0.789 2.6 -0.6 -1.4
H 1.375 1.431 -1.285 2.1 1.5 0.6

***

46
Properties=species:S:1:pos:R:3:forces:R:3 method="wB97M-V/def2-TZVPD" smiles="Cc1ccc(N2C[C@@H](C(=O)OCC(=O)C(C)(C)C)CC2=O)cc1" de_lowest_kcal_mol=8.1 homo_ev=-8.418 fmax_ev_per_a=0.8
C 0.510 6.326 -1.631 0.0 0.0 0.0
C 0.638 4.833 -1.625 0.1 0.0 0.0
C 1.856 4.212 -1.393 -0.1 0.1 0.0
C 1.968 2.833 -1.394 -0.1 -0.2 0.0
C 0.850 2.037 -1.626 0.0 0.3 -0.1
C -0.378 2.653 -1.858 -0.1 -0.1 0.0
C -0.472 4.030 -1.860 0.2 0.0 0.1
H -1.432 4.492 -2.042 -0.1 0.0 0.0
H -1.249 2.050 -2.045 0.0 0.0 0.0
N 0.965 0.638 -1.606 0.2 0.1 0.2
C 0.131 -0.247 -2.223 0.0 -0.5 -0.1
O -0.817 0.012 -2.922 -0.2 0.1 -0.2
C 0.638 -1.650 -1.902 -0.1 0.0 0.0
C 1.522 -1.447 -0.677 -0.1 0.0 0.1
C 0.728 -1.466 0.619 0.7 -0.2 -0.3
O 1.128 -1.935 1.652 0.0 0.0 0.0
O -0.452 -0.873 0.475 -0.2 0.0 -0.3
C -1.224 -0.681 1.655 0.0 0.4 0.6
H -2.262 -0.598 1.320 0.1 0.0 0.0
C -1.112 -1.780 2.722 -0.1 0.1 -0.3
O -0.826 -1.465 3.848 -0.1 0.1 0.1
C -1.598 -3.188 2.385 0.0 -0.3 0.3
C -3.031 -3.242 2.945 0.2 0.0 0.0
H -3.036 -2.967 3.997 0.0 0.0 0.1
H -3.687 -2.563 2.404 -0.1 0.1 -0.1
H -3.423 -4.252 2.848 -0.1 -0.1 -0.1
C -1.628 -3.540 0.899 0.0 0.1 0.2
H -2.178 -2.806 0.314 -0.1 0.0 -0.1
H -0.620 -3.630 0.500 0.1 0.0 -0.1
H -2.119 -4.503 0.775 0.0 -0.1 0.0
C -0.713 -4.186 3.137 -0.1 0.2 0.0
H -0.717 -3.958 4.199 0.0 0.0 0.1
H 0.311 -4.115 2.778 0.1 -0.1 0.0
H -1.075 -5.201 2.988 -0.1 -0.1 0.0
H -0.918 0.262 2.123 -0.1 -0.2 -0.1
H 2.335 -2.169 -0.586 -0.1 0.1 0.1
C 2.044 -0.016 -0.894 0.3 -0.1 0.1
H 2.959 -0.037 -1.500 0.0 0.0 0.1
H 2.256 0.498 0.047 0.0 0.0 -0.1
H 1.221 -2.011 -2.752 0.0 0.0 0.0
H -0.196 -2.331 -1.744 0.0 0.0 -0.1
H 2.935 2.386 -1.222 0.1 -0.1 0.0
H 2.737 4.810 -1.210 0.1 0.1 0.0
H 0.205 6.674 -2.617 0.0 0.1 0.0
H 1.454 6.800 -1.374 0.0 0.1 0.0
H -0.248 6.646 -0.917 0.0 0.1 0.0